21
Properties=species:S:1:pos:R:3:forces:R:3 method="wB97M-V/def2-TZVPD" charge=0 max_force_ev_per_a=4.855 e_homo_ev=-8.923 mol_weight_g_mol=200.69 relative_energy_kj_mol=253.8 homo_lumo_gap_ev=9.355
H -3.297 -2.214 2.113 0.812 0.179 0.242
N -2.478 -1.613 1.892 -1.325 -0.643 0.561
C -2.618 -1.274 0.690 -1.990 -1.522 -2.814
N -3.580 -1.889 -0.280 -0.835 -1.533 2.589
S -1.479 -0.220 -0.096 0.388 -0.087 0.674
C -0.071 -0.420 1.169 -1.308 1.549 -1.711
C 0.914 0.399 0.355 4.776 0.014 -0.870
C 1.045 1.854 0.285 -0.600 -3.198 -0.035
C 1.927 2.500 -0.546 0.642 1.093 -1.312
C 2.828 1.760 -1.325 -0.074 0.002 1.847
C 2.803 0.352 -1.297 -0.492 2.388 0.657
C 1.951 -0.309 -0.411 -3.085 0.724 -1.542
Cl 1.381 -1.909 -0.973 0.940 -0.055 0.571
H -3.920 -1.429 -1.130 0.479 -0.054 0.839
H -4.273 -2.696 0.111 2.350 3.027 -1.150
H -0.296 0.253 1.985 -0.459 -0.665 0.696
H -0.023 -1.532 1.381 0.642 1.716 -0.248
H 0.321 2.410 0.786 -1.146 0.927 0.956
H 1.867 3.625 -0.760 0.092 -1.771 0.880
H 3.653 2.289 -1.793 -0.420 -0.178 -0.641
H 3.343 0.062 -2.158 0.611 -1.912 -0.188